Entry 1:
{
  "formula": "C16H32Cl2NiO8S4",
  "method": "ωB97M-V/def2-TZVPD",
  "elements": ["Ni", "Cl", "Cl", "C", "C", "C", "S", "O", "O", "C", "H", "H", "H", "H", "H", "H", "H", "H", "C", "C", "C", "S", "O", "O", "C", "H", "H", "H", "H", "H", "H", "H", "H", "C", "C", "C", "S", "O", "O", "C", "H", "H", "H", "H", "H", "H", "H", "H", "C", "C", "C", "S", "O", "O", "C", "H", "H", "H", "H", "H", "H", "H", "H"],
  "coordinates": [[-0.662, -0.841, 0.483], [-1.951, -2.953, 0.699], [0.607, -0.871, 2.675], [-5.389, 2.202, 2.374], [-5.156, 1.386, 3.644], [-4.104, 0.306, 3.172], [-2.819, 1.207, 2.244], [-2.139, 0.395, 1.238], [-2.074, 1.878, 3.231], [-4.152, 2.288, 1.501], [-5.710, 3.186, 2.716], [-6.193, 1.808, 1.753], [-6.076, 0.982, 4.067], [-4.635, 1.932, 4.430], [-4.622, -0.353, 2.476], [-3.585, -0.261, 3.945], [-4.457, 1.810, 0.570], [-3.740, 3.254, 1.209], [1.219, 3.867, 2.239], [2.643, 3.717, 1.629], [2.714, 2.354, 0.894], [1.005, 2.357, 0.058], [0.417, 1.017, 0.182], [1.162, 2.977, -1.250], [0.247, 3.616, 1.135], [1.097, 4.854, 2.685], [0.995, 3.137, 3.017], [3.453, 3.754, 2.357], [2.854, 4.504, 0.905], [2.647, 1.610, 1.687], [3.486, 2.200, 0.140], [-0.795, 3.377, 1.351], [0.104, 4.492, 0.502], [-0.120, -2.179, -4.439], [0.882, -1.117, -4.041], [0.108, 0.221, -3.735], [-1.490, -0.358, -2.893], [-2.642, 0.296, -3.532], [-1.210, -0.290, -1.460], [-1.356, -2.153, -3.466], [0.450, -3.098, -4.573], [-0.417, -2.096, -5.485], [1.535, -1.094, -4.913], [1.507, -1.491, -3.230], [-0.131, 0.755, -4.654], [0.524, 0.984, -3.077], [-2.297, -2.345, -3.981], [-1.382, -2.710, -2.530], [4.005, -4.024, -1.042], [4.055, -3.995, 0.492], [2.776, -3.428, 1.043], [2.448, -1.970, -0.155], [3.300, -0.816, 0.210], [1.007, -1.760, -0.444], [3.269, -2.841, -1.573], [3.439, -4.876, -1.418], [5.018, -4.236, -1.383], [4.831, -3.275, 0.752], [4.355, -4.993, 0.811], [2.776, -2.953, 2.024], [2.001, -4.186, 0.930], [3.984, -2.146, -2.013], [2.383, -3.013, -2.185]],
  "forces_ev_per_angstrom": [[0.5, -1.0, 1.4], [0.6, 1.0, -0.4], [-0.4, -0.1, -0.8], [-0.5, 1.3, 0.9], [2.1, -1.1, -0.5], [-0.7, -0.2, 0.0], [-3.1, -1.7, -0.8], [-1.1, 1.0, 0.5], [1.5, 1.6, 1.0], [1.0, -0.7, -1.1], [0.0, 0.2, -0.3], [0.0, -0.2, 0.3], [0.2, -0.3, -0.2], [-0.3, 0.5, -0.1], [0.3, -0.3, -0.1], [-0.1, 0.0, 0.0], [0.7, -0.2, -0.2], [-0.1, 0.1, 0.5], [0.7, -0.2, 0.5], [0.3, -0.4, -0.4], [-2.3, 0.8, 0.6], [1.6, -0.9, 0.3], [0.4, 1.9, -0.4], [-0.4, -0.7, 0.3], [-1.0, 0.3, -1.3], [-0.1, 0.0, -0.1], [0.5, -0.1, 0.2], [-0.2, 0.0, 0.2], [-0.2, 0.3, 0.0], [0.2, -0.6, -0.5], [-0.2, 0.0, 0.2], [0.3, -0.7, 0.6], [0.6, 0.0, -0.3], [-0.8, -0.6, 0.5], [-0.2, 0.9, -0.1], [-0.4, -1.0, 0.1], [1.1, -0.2, -2.1], [1.3, -0.8, 1.5], [-1.1, 0.1, -1.1], [-0.1, 1.0, -0.3], [-0.3, -0.6, 1.0], [-0.6, 0.8, 0.1], [0.2, 0.9, 0.1], [-0.3, 0.4, 0.3], [-0.4, -0.3, -0.1], [0.4, -0.5, 0.3], [0.1, 0.1, 0.0], [0.6, -0.2, -0.1], [-0.7, -1.7, 0.1], [0.8, 0.8, -0.2], [-0.7, 0.6, -0.8], [0.9, 0.2, 1.2], [-1.4, -1.7, -0.5], [1.8, -0.4, -0.2], [-0.4, 1.8, 0.1], [0.0, -0.4, 0.5], [0.0, 0.8, -0.4], [0.4, -0.2, 0.2], [-0.3, 0.2, 0.5], [0.0, -0.2, 0.0], [-0.6, 0.5, 0.1], [-0.5, 0.4, -0.1], [0.5, -0.4, -0.4]],
  "mulliken_charge": [0.487, -0.603, -0.585, -0.594, -0.518, -0.840, 0.733, -0.331, -0.634, -0.683, 0.254, 0.309, 0.355, 0.291, 0.346, 0.493, 0.388, 0.431, -0.574, -0.793, -0.695, 0.856, 0.298, -0.801, -0.269, 0.383, 0.292, 0.389, 0.339, 0.332, 0.489, -0.186, 0.377, -0.740, 0.185, -0.659, 0.958, -0.716, -0.297, -0.755, 0.442, 0.387, 0.530, -0.507, 0.345, 0.244, 0.395, 0.329, -0.767, -0.553, -0.759, 1.092, -0.708, -0.368, -0.359, 0.341, 0.310, 0.290, 0.389, 0.438, 0.320, 0.385, 0.068],
  "lumo_ev": [0.37, 0.37],
  "s_squared": 2.004,
  "de_lowest_kcal_mol": 71.5,
  "homo_lumo_gap_ev": [8.294, 8.318],
  "spin_multiplicity": 3,
  "total_energy_ha": -5252.179075
}

---

Entry 2:
{
  "formula": "C7H23ClIOP2Pb",
  "method": "ωB97M-V/def2-TZVPD",
  "elements": ["C", "I", "H", "H", "H", "Pb", "P", "C", "C", "H", "H", "H", "H", "H", "H", "C", "H", "H", "H", "P", "C", "C", "H", "H", "H", "C", "H", "H", "H", "H", "H", "H", "Cl", "O", "H", "H"],
  "coordinates": [[3.186, 3.533, -2.346], [2.944, 2.108, -0.746], [2.476, 3.222, -3.112], [4.210, 3.504, -2.722], [2.949, 4.529, -1.973], [0.172, 0.209, 0.095], [1.255, -2.230, -0.782], [2.867, -2.634, -0.028], [0.350, -3.807, -0.786], [0.885, -4.545, -1.396], [2.249, -2.873, -2.886], [-0.651, -3.631, -1.203], [0.791, -1.839, -3.122], [2.706, -2.974, 1.006], [0.245, -4.175, 0.243], [1.706, -1.987, -2.534], [3.363, -3.422, -0.612], [2.338, -1.093, -2.629], [3.493, -1.729, -0.013], [-2.057, 1.581, 1.244], [-1.632, 2.492, 2.771], [-2.592, 2.902, 0.092], [-3.913, 0.109, 0.809], [-4.381, 1.412, 1.957], [-3.402, 0.018, 2.517], [-3.594, 0.702, 1.677], [-2.969, 2.442, -0.832], [-3.375, 3.521, 0.548], [-2.442, 3.176, 3.056], [-0.706, 3.061, 2.601], [-1.730, 3.533, -0.167], [-1.451, 1.770, 3.582], [-1.731, -0.670, -1.417], [-0.287, -1.957, 2.058], [-1.225, -2.218, 2.050], [-0.047, -2.038, 3.002]],
  "forces_ev_per_angstrom": [[-0.6, 0.4, -0.6], [-0.1, -0.2, 0.3], [0.2, 0.1, 0.0], [0.0, -0.4, 0.4], [0.0, -0.3, 0.2], [-1.5, -1.1, -0.8], [2.2, -1.9, -1.3], [-0.4, 1.0, 1.0], [-1.4, 0.7, 1.0], [0.3, 0.4, -0.1], [-0.1, 0.0, 0.3], [0.2, -0.2, 0.0], [0.3, -0.1, 0.0], [0.2, 0.0, -0.3], [0.0, 0.1, -0.3], [-0.8, 1.3, 0.1], [-0.3, 0.1, -0.1], [0.0, -0.3, -0.1], [0.0, -0.4, 0.0], [-1.6, 2.4, 1.2], [1.3, -0.7, -0.1], [1.0, -0.7, -1.0], [-0.1, 0.2, 0.3], [0.4, 0.3, -0.1], [-0.1, 0.2, -0.2], [0.8, -1.7, -0.5], [0.0, 0.2, 0.2], [0.1, -0.3, 0.3], [0.0, -0.2, -0.3], [-0.3, 0.0, 0.2], [-0.3, 0.0, 0.1], [-0.1, 0.3, -0.2], [1.0, 0.6, 0.7], [-0.4, 0.4, 0.2], [0.3, -0.1, -0.1], [0.1, 0.0, -0.4]],
  "mulliken_charge": [-0.775, 0.173, 0.318, 0.341, 0.327, 0.954, 0.512, -1.057, -0.995, 0.437, 0.442, 0.362, 0.380, 0.367, 0.375, -0.976, 0.427, 0.360, 0.365, 0.480, -1.038, -1.036, 0.363, 0.425, 0.375, -0.989, 0.378, 0.429, 0.412, 0.386, 0.388, 0.385, -0.385, -0.527, 0.307, 0.308],
  "lumo_ev": [-14.49, -14.53],
  "charge": 3,
  "homo_lumo_gap_ev": [4.996, 4.829],
  "total_energy_ha": -1988.097203
}

---

Entry 3:
{
  "formula": "C3H8S",
  "method": "ωB97M-V/def2-TZVPD",
  "elements": ["S", "H", "H", "C", "C", "C", "H", "H", "H", "H", "H", "H"],
  "coordinates": [[-1.937, 0.688, 0.595], [-2.529, 1.789, 1.078], [-0.742, 0.993, 1.199], [0.625, -1.249, -1.140], [1.764, -0.841, -0.260], [2.105, 0.413, -0.010], [0.021, -1.979, -0.599], [0.014, -0.394, -1.416], [0.953, -1.714, -2.070], [2.396, -1.642, 0.118], [2.964, 0.656, 0.599], [1.500, 1.235, -0.370]],
  "forces_ev_per_angstrom": [[0.4, -0.3, -0.1], [-0.2, 0.3, 0.1], [-0.2, 0.0, -0.1], [-0.1, 0.0, 0.2], [0.5, 0.0, -0.6], [-0.2, 0.1, 0.2], [-0.3, 0.0, -0.1], [-0.1, 0.0, 0.1], [0.2, -0.1, 0.0], [-0.1, 0.0, 0.1], [0.0, 0.0, 0.1], [0.0, 0.0, 0.0]],
  "mulliken_charge": [-1.247, 0.262, 0.295, -1.729, 0.264, -1.230, 0.357, 0.404, 0.356, 0.345, 0.394, 0.527],
  "lumo_ev": [3.75, 3.63],
  "s_squared": 0.751,
  "charge": -1,
  "de_lowest_kcal_mol": 35.8,
  "homo_lumo_gap_ev": [2.660, 8.936],
  "spin_multiplicity": 2,
  "total_energy_ha": -517.209168
}

---

Entry 4:
{
  "formula": "ClHNO2S",
  "method": "ωB97M-V/def2-TZVPD",
  "elements": ["N", "S", "O", "O", "Cl", "H"],
  "coordinates": [[-1.090, 0.214, -0.741], [0.153, -0.256, 0.001], [0.856, -1.290, -0.712], [0.066, -0.509, 1.408], [1.744, 1.517, -0.013], [-1.728, 0.325, 0.057]],
  "forces_ev_per_angstrom": [[-0.4, 0.4, 0.8], [0.8, -1.4, -0.8], [0.8, 0.6, -0.5], [-0.3, 0.6, 1.0], [-0.8, -0.7, -0.1], [-0.2, 0.6, -0.5]],
  "mulliken_charge": [-0.538, 0.844, -0.529, -0.544, -0.466, 0.234],
  "lumo_ev": 3.89,
  "charge": -1,
  "de_lowest_kcal_mol": 4.1,
  "smiles": "N=[S@](=O)([O-])Cl",
  "homo_lumo_gap_ev": 9.278,
  "total_energy_ha": -1064.269592
}